(1)
The molecule C18H23NO5. Source: OMol25; level of theory: ωB97M-V with the def2-TZVPD basis set.

Geometry (Å):
C: -1.92 1.19 -1.16
C: -1.71 0.09 -0.38
N: -0.66 -0.04 0.51
C: 0.62 0.53 0.48
C: 1.28 0.87 -0.71
C: 2.56 1.45 -0.71
O: 3.06 1.78 -1.95
C: 4.33 1.17 -2.20
C: 3.21 1.75 0.53
O: 4.48 2.37 0.61
C: 4.46 3.72 0.22
C: 2.55 1.41 1.71
O: 3.19 1.66 2.89
C: 2.96 0.80 3.99
C: 1.27 0.86 1.68
C: -0.96 -1.20 1.26
O: -0.25 -1.56 2.19
O: -2.11 -1.80 0.86
C: -2.55 -1.17 -0.32
C: -4.06 -0.91 -0.15
C: -4.88 -2.20 -0.09
C: -4.56 -3.16 -1.25
C: -3.05 -3.39 -1.43
C: -2.30 -2.07 -1.51
H: -2.80 1.28 -1.85
H: -1.26 2.04 -1.10
H: 0.78 0.72 -1.66
H: 4.44 0.18 -1.72
H: 5.09 1.84 -1.77
H: 4.50 1.04 -3.26
H: 4.12 3.83 -0.81
H: 5.42 4.27 0.32
H: 3.74 4.27 0.82
H: 2.53 -0.15 3.67
H: 3.94 0.56 4.43
H: 2.30 1.22 4.76
H: 0.78 0.63 2.63
H: -4.40 -0.21 -0.93
H: -4.20 -0.44 0.84
H: -5.96 -1.95 -0.14
H: -4.61 -2.67 0.87
H: -4.94 -2.66 -2.18
H: -5.07 -4.13 -1.07
H: -2.90 -3.98 -2.35
H: -2.68 -3.97 -0.53
H: -1.25 -2.30 -1.59
H: -2.54 -1.57 -2.41

Calculated values
electronic energy	-30765.22538	eV
Kohn-Sham gap	8.956	eV
LUMO	0.73	eV
total charge	0
HOMO level	-8.23	eV
ΔE to the lowest compared entry with this formula, charge and spin	90.81	kcal per mole
SMILES string	C=C1N(c2cc(OC)c(OC)c(OC)c2)C(=O)OC12CCCCC2


(2)
A structure of composition C18H24Al2BrCaF12K2LiMgN4O8S. Source: OMol25; level of theory: ωB97M-V with the def2-TZVPD basis set.

Geometry (Å):
C: -4.29 -1.34 1.14
C: -3.90 -0.36 0.06
N: -4.74 -0.18 -0.86
C: -2.57 0.35 0.23
C: -1.90 0.67 -1.09
O: -1.97 -0.38 -2.08
C: -0.83 -0.66 -2.67
O: -0.64 -1.28 -3.66
C: 0.25 0.05 -1.78
Br: 1.92 0.41 -2.75
C: 0.67 -1.10 -0.82
F: -0.34 -1.63 -0.13
F: 1.70 -0.79 0.06
F: 1.19 -2.11 -1.55
C: -0.45 1.29 -1.16
C: 0.03 1.58 0.29
C: 1.44 2.12 0.43
N: 1.72 3.27 0.82
N: -0.31 2.52 -1.95
C: -0.79 2.38 -3.32
C: 0.07 2.92 -4.46
O: -1.85 1.92 -3.62
C: -1.09 3.64 -1.36
C: -0.62 5.01 -1.67
O: -2.08 3.43 -0.72
H: -4.93 -0.74 1.78
H: -3.45 -1.66 1.75
H: -4.86 -2.16 0.72
H: -4.43 0.53 -1.53
H: -1.94 -0.24 0.89
H: -2.73 1.30 0.73
H: -2.57 1.41 -1.52
H: 0.08 0.65 0.85
H: -0.67 2.21 0.82
H: 2.29 1.42 0.15
H: 2.74 3.34 0.85
H: 1.01 3.29 -4.02
H: -0.44 3.80 -4.85
H: 0.24 2.16 -5.21
H: 0.37 5.21 -1.23
H: -0.63 5.12 -2.76
H: -1.33 5.70 -1.24
O: -5.28 -3.94 4.55
S: -6.22 -2.82 4.61
O: -6.10 -2.18 5.93
O: -7.59 -3.33 4.46
O: -5.93 -1.86 3.55
Mg: 3.30 0.28 1.14
K: -7.91 -1.31 2.45
F: -8.78 3.21 -0.74
Al: -7.95 1.89 -1.38
F: -6.27 2.16 -1.33
F: -8.44 1.58 -2.96
F: -8.28 0.51 -0.41
Li: 1.91 4.18 -5.25
F: 1.22 5.93 0.32
K: 3.84 4.27 0.03
C: 4.15 -5.44 1.88
C: 5.50 -5.40 1.17
C: 6.65 -4.91 2.06
C: 6.39 -3.55 2.51
N: 6.21 -2.49 2.92
H: 3.85 -4.44 2.18
H: 3.36 -5.83 1.22
H: 4.19 -6.08 2.76
H: 5.42 -4.76 0.27
H: 5.75 -6.43 0.83
H: 7.59 -4.92 1.51
H: 6.75 -5.56 2.93
F: 6.57 1.61 0.93
Al: 7.72 1.03 2.06
F: 9.02 2.08 2.06
F: 8.21 -0.54 1.62
F: 6.96 1.00 3.56
Ca: 5.28 -6.99 -0.99

Calculated values
electronic energy	-224802.08229	eV
Kohn-Sham gap	1.229	eV
LUMO	-10.05	eV
total charge	+2
HOMO level	-11.28	eV


(3)
A structure of composition C18H24Br3N5O14V. Source: OMol25; level of theory: ωB97M-V with the def2-TZVPD basis set.

Geometry (Å):
O: 2.77 -7.10 0.86
V: 3.25 -5.64 1.12
O: 3.59 -5.32 2.67
O: 2.26 -1.56 -1.55
C: 1.94 -0.29 -1.05
C: 2.28 1.02 -1.86
O: 3.47 1.34 -2.56
H: 2.39 -0.18 -0.07
H: 0.87 -0.35 -0.84
H: 2.13 1.90 -1.24
H: 1.43 1.04 -2.55
C: 10.62 1.43 0.82
N: 9.59 1.59 -0.27
O: 8.95 0.55 -0.64
O: 9.44 2.68 -0.81
H: 11.47 2.04 0.52
H: 10.84 0.36 0.80
H: 10.09 1.77 1.71
C: -1.93 -1.64 -6.35
N: -0.61 -1.43 -7.04
O: 0.28 -2.34 -6.93
O: -0.48 -0.51 -7.81
H: -2.36 -0.64 -6.33
H: -1.69 -1.91 -5.32
H: -2.57 -2.38 -6.84
C: 3.61 3.24 4.72
N: 4.11 1.83 4.86
O: 5.32 1.63 4.79
O: 3.28 0.97 5.10
H: 2.53 3.35 4.82
H: 3.86 3.54 3.70
H: 4.07 3.81 5.53
C: -3.12 -5.13 8.54
C: -4.14 -5.58 7.76
C: -3.96 -5.58 6.38
C: -2.84 -5.07 5.76
C: -1.80 -4.58 6.64
C: -1.92 -4.60 8.06
N: -2.65 -4.92 4.37
O: -1.52 -4.95 3.83
O: -3.66 -4.84 3.66
H: -3.25 -5.28 9.60
H: -5.06 -5.93 8.20
H: -4.79 -5.90 5.76
H: -0.90 -4.11 6.28
H: -1.16 -4.24 8.73
C: -5.72 3.47 -5.75
C: -4.75 3.78 -4.81
C: -3.48 4.09 -5.24
C: -3.23 4.30 -6.58
C: -4.23 4.15 -7.52
C: -5.46 3.63 -7.14
N: -1.80 4.67 -7.01
O: -0.96 4.77 -6.14
O: -1.61 4.94 -8.15
H: -6.71 3.08 -5.59
H: -5.03 3.86 -3.77
H: -2.81 4.34 -4.43
H: -4.03 4.27 -8.57
H: -6.11 3.26 -7.92
C: -3.57 2.17 2.53
Br: -3.21 1.68 4.40
Br: -2.83 3.95 2.06
Br: -5.54 2.05 2.18
H: -2.98 1.45 1.96

Calculated values
electronic energy	-290961.62760	eV
Kohn-Sham gap	2.429	eV
LUMO	-0.38	eV
total charge	-1
HOMO level	-2.81	eV


(4)
A structure of composition C18H24BrN3O10Tb. Source: OMol25; level of theory: ωB97M-V with the def2-TZVPD basis set.

Geometry (Å):
Tb: -0.81 -0.24 0.58
O: 0.24 -1.28 2.59
C: 0.70 -2.61 2.42
C: -0.47 -3.42 1.92
N: -1.03 -2.86 0.69
C: -0.40 -3.36 -0.53
C: -0.60 -2.42 -1.73
O: -0.29 -2.82 -2.84
O: -1.07 -1.25 -1.44
C: -2.48 -3.05 0.65
C: -3.19 -2.07 1.59
O: -4.08 -2.46 2.32
O: -2.74 -0.86 1.49
H: 1.00 -0.64 2.70
H: 1.05 -3.02 3.37
H: 1.53 -2.63 1.70
H: -1.26 -3.39 2.68
H: -0.19 -4.48 1.79
H: -0.77 -4.35 -0.81
H: 0.68 -3.44 -0.37
H: -2.77 -4.08 0.90
H: -2.82 -2.83 -0.37
N: 2.06 0.89 2.66
C: 1.41 2.01 3.34
C: 0.02 2.36 2.75
O: -0.50 3.42 3.10
O: -0.47 1.52 1.93
H: 3.04 0.84 2.92
H: 2.03 1.03 1.65
H: 2.00 2.93 3.32
H: 1.25 1.75 4.39
Br: 4.58 -0.80 -0.81
C: 3.46 -0.57 -2.33
C: 4.03 -0.75 -3.58
C: 3.26 -0.58 -4.71
C: 1.92 -0.22 -4.60
C: 1.37 -0.03 -3.34
C: 2.13 -0.21 -2.19
C: 1.44 -0.04 -0.87
O: 1.46 -0.98 -0.03
O: 0.80 1.02 -0.68
H: 5.08 -1.02 -3.65
H: 3.70 -0.73 -5.69
H: 1.31 -0.11 -5.48
H: 0.32 0.21 -3.23
C: -3.02 4.84 -0.17
N: -2.23 3.66 -0.46
C: -0.79 3.80 -0.44
C: -2.81 2.46 -0.49
O: -2.22 1.39 -0.57
H: -2.63 5.69 -0.73
H: -2.99 5.08 0.89
H: -4.05 4.68 -0.48
H: -0.48 4.47 -1.25
H: -0.32 2.83 -0.57
H: -0.48 4.22 0.52
H: -3.91 2.49 -0.41

Calculated values
electronic energy	-136488.32378	eV
Kohn-Sham gap (spin up / spin down)	8.663 / 7.830	eV
2S+1	7
LUMO (spin up / spin down)	2.39 / 2.39	eV
total charge	-1
HOMO level (spin up / spin down)	-6.28 / -5.44	eV
<S²>	12.664
ΔE to the lowest compared entry with this formula, charge and spin	0.00	kcal per mole


(5)
A structure of composition C18H24Cl5InO6. Source: OMol25; level of theory: ωB97M-V with the def2-TZVPD basis set.

Geometry (Å):
In: -1.13 -0.36 0.46
C: 1.92 1.23 -1.23
C: 0.74 1.34 -2.21
O: -0.02 0.17 -2.14
C: 0.48 -0.96 -2.85
C: -0.23 -2.21 -2.33
O: 0.10 -2.40 -0.97
C: -0.31 -3.67 -0.48
C: -0.26 -3.66 1.04
O: -1.32 -2.85 1.51
C: -1.59 -3.00 2.89
C: -2.40 -1.78 3.33
O: -1.69 -0.57 3.13
C: -0.65 -0.32 4.05
C: 0.53 0.32 3.33
O: 0.91 -0.53 2.26
C: 2.20 -0.32 1.74
C: 2.40 1.06 1.10
O: 1.43 1.29 0.08
H: 2.67 2.02 -1.41
H: 2.40 0.26 -1.42
H: 1.11 1.51 -3.23
H: -0.41 2.29 -0.74
H: 1.55 -1.08 -2.69
H: 0.29 -0.85 -3.92
H: 0.10 -3.07 -2.92
H: -1.32 -2.08 -2.45
H: 0.35 -4.45 -0.87
H: -1.34 -3.88 -0.80
H: 0.71 -3.25 1.38
H: -0.37 -4.69 1.41
H: -0.65 -3.06 3.45
H: -2.17 -3.92 3.07
H: -2.70 -1.89 4.38
H: -3.29 -1.71 2.70
H: -0.31 -1.25 4.52
H: -1.01 0.37 4.83
H: 1.36 0.45 4.03
H: 0.21 1.30 2.93
H: 2.32 -1.09 0.98
H: 2.96 -0.46 2.53
H: 2.28 1.85 1.85
H: 3.41 1.12 0.70
Cl: -2.55 1.21 -2.24
C: -1.50 2.48 -2.55
C: -0.23 2.54 -1.80
C: 0.43 3.88 -1.88
Cl: 1.66 4.26 -0.80
C: 0.02 4.85 -2.77
Cl: 0.82 6.37 -2.84
C: -1.11 4.64 -3.61
Cl: -1.62 5.84 -4.65
C: -1.87 3.45 -3.47
Cl: -3.30 3.27 -4.39

Calculated values
electronic energy	-99108.86494	eV
Kohn-Sham gap	5.953	eV
LUMO	-8.44	eV
total charge	+2
HOMO level	-14.39	eV


(6)
A structure of composition C18H24ClIN3O3Re. Source: OMol25; level of theory: ωB97M-V with the def2-TZVPD basis set.

Geometry (Å):
Re: 0.22 -0.13 0.51
N: 0.07 1.86 -0.50
C: 0.96 2.97 -0.08
C: 0.84 3.12 1.43
N: 1.17 1.83 2.02
C: 0.95 1.73 3.46
C: 1.08 0.27 3.85
N: 0.11 -0.48 3.06
H: 0.21 1.67 -1.49
H: -0.90 2.17 -0.42
H: 0.69 3.90 -0.60
H: 1.98 2.71 -0.36
H: -0.18 3.37 1.70
H: 1.49 3.93 1.78
H: 2.15 1.60 1.84
H: -0.07 2.09 3.67
H: 1.64 2.36 4.03
H: 0.95 0.14 4.93
H: 2.08 -0.09 3.59
H: -0.82 -0.32 3.44
H: 0.27 -1.49 3.13
I: -2.59 0.45 1.21
C: -2.99 0.35 -0.85
C: -4.21 0.79 -1.27
C: -4.58 0.62 -2.62
C: -3.72 -0.03 -3.46
C: -2.46 -0.50 -3.03
C: -1.63 -1.21 -3.92
C: -0.42 -1.69 -3.49
C: 0.02 -1.43 -2.18
C: -0.73 -0.71 -1.26
C: -2.03 -0.28 -1.69
H: -4.91 1.24 -0.58
H: -5.54 0.97 -2.96
H: -4.00 -0.20 -4.50
H: -1.97 -1.38 -4.93
H: 0.21 -2.25 -4.16
H: 0.99 -1.81 -1.89
C: 2.87 -0.03 -1.41
C: 2.26 -0.10 -0.03
O: 2.96 -0.12 0.96
H: 3.27 -1.02 -1.64
H: 3.71 0.67 -1.38
H: 2.16 0.24 -2.18
Cl: 0.68 -4.04 3.10
C: 1.23 -4.25 1.42
C: 1.28 -2.96 0.63
O: 2.11 -2.81 -0.25
O: 0.40 -2.07 0.98
H: 0.54 -4.94 0.93
H: 2.22 -4.69 1.44

Calculated values
electronic energy	-52416.00955	eV
Kohn-Sham gap (spin up / spin down)	7.839 / 7.380	eV
2S+1	4
LUMO (spin up / spin down)	-2.90 / -3.96	eV
total charge	+1
HOMO level (spin up / spin down)	-10.74 / -11.34	eV
<S²>	3.785
ΔE to the lowest compared entry with this formula, charge and spin	3.83	kcal per mole